Version A
{"formula": "C4H7N3", "method": "the ωB97M-V functional and the def2-TZVPD basis", "multiplicity": 1, "smiles": "Nc1c[nH]c(N)c1", "symbols": ["N", "C", "C", "N", "C", "N", "C", "H", "H", "H", "H", "H", "H", "H"], "coordinates": [[-1.9473, -1.2578, -1.1230], [-0.8430, -0.6804, -0.4516], [-0.0731, -1.3400, 0.4867], [0.8571, -0.4587, 1.0206], [0.7018, 0.7384, 0.3702], [1.3134, 1.9649, 0.6070], [-0.3256, 0.6682, -0.5082], [-1.8079, -2.2438, -1.3239], [-2.1546, -0.7807, -1.9889], [-0.1401, -2.3577, 0.8577], [1.7181, -0.7566, 1.4515], [2.1512, 2.2449, 0.1380], [0.9401, 2.5555, 1.3253], [-0.3900, 1.7038, -0.8616]], "lowdin_charge": [0.0577, -0.3235, -0.0958, 0.0587, -0.4371, 0.0724, -0.0014, 0.0788, 0.0741, 0.1084, 0.1428, 0.0734, 0.0785, 0.1131]}

***

Version B
{"formula": "C4H7N3", "method": "the ωB97M-V functional and the def2-TZVPD basis", "multiplicity": 1, "smiles": "Nc1cc[nH]c1N", "symbols": ["N", "C", "C", "C", "N", "C", "N", "H", "H", "H", "H", "H", "H", "H"], "coordinates": [[-0.1230, 1.8175, 0.8823], [0.0586, 0.6605, 0.0533], [0.6156, 0.5914, -1.2807], [0.5631, -0.7019, -1.6769], [-0.0392, -1.4323, -0.6757], [-0.2949, -0.6105, 0.3821], [-0.9009, -1.0773, 1.5843], [0.7208, 2.2747, 1.1636], [-0.7190, 2.5155, 0.4325], [1.0253, 1.4095, -1.8507], [0.8154, -1.1434, -2.6214], [-0.3148, -2.4133, -0.6922], [-1.1411, -0.2431, 2.1619], [-0.2659, -1.6473, 2.1374]], "lowdin_charge": [0.0545, -0.2937, -0.0563, -0.1483, 0.0619, -0.3498, 0.0817, 0.0591, 0.0774, 0.0931, 0.0995, 0.1587, 0.0879, 0.0745]}

***

Which of them is most stable? Easy: version B.

***

Version A
{"formula": "C4H7N3", "method": "the ωB97M-V functional and the def2-TZVPD basis", "multiplicity": 1, "smiles": "[H]/N=N/[C@H]1C(=C)N1C", "symbols": ["H", "N", "N", "C", "C", "C", "N", "C", "H", "H", "H", "H", "H", "H"], "coordinates": [[-1.2556, 1.4235, -2.7860], [-0.7342, 0.9462, -2.0228], [-1.4865, 0.2539, -1.3531], [-0.8839, -0.2924, 0.1057], [0.2763, -1.0866, -0.1691], [1.1133, -1.8613, -0.8025], [0.2881, 0.2475, 0.6483], [0.3455, 1.1341, 1.7735], [-1.7801, -0.5985, 0.6396], [2.1768, -1.7989, -0.6263], [0.7759, -2.5181, -1.5908], [1.2369, 1.7512, 1.6334], [-0.5141, 1.8072, 1.8309], [0.4416, 0.5921, 2.7194]], "lowdin_charge": [0.0577, 0.0218, -0.0343, -0.2658, -0.1655, 0.0398, -0.0487, -0.0907, 0.1261, 0.0616, 0.0601, 0.0757, 0.0866, 0.0756]}

***

Version B
{"formula": "C4H7N3", "method": "the ωB97M-V functional and the def2-TZVPD basis", "multiplicity": 1, "smiles": "N/N=C1/C=CNC1", "symbols": ["N", "N", "C", "C", "C", "N", "C", "H", "H", "H", "H", "H", "H", "H"], "coordinates": [[-0.7135, 0.6034, -2.3236], [-1.3488, 0.5426, -1.0741], [-0.5563, 0.2255, -0.0432], [-1.0472, -0.3241, 1.2235], [-0.0056, -0.7381, 1.9263], [1.3518, -0.5226, 1.3357], [0.9985, 0.1859, 0.0146], [-1.3075, 1.1606, -3.0178], [0.1897, 1.0733, -2.3953], [-2.1666, -0.7001, 1.2707], [0.0272, -1.3656, 2.8774], [2.0254, -1.2486, 1.2683], [1.3081, -0.1802, -0.9964], [1.2448, 1.2882, -0.0661]], "lowdin_charge": [-0.0525, -0.0248, -0.3138, -0.0870, -0.1245, -0.0088, -0.1346, 0.1021, 0.0544, 0.1517, 0.1258, 0.0847, 0.1043, 0.1230]}

***

Which of them is most stable? Easy: version B.

***

Version A
{"formula": "C5H13N", "method": "the ωB97M-V functional and the def2-TZVPD basis", "multiplicity": 1, "symbols": ["C", "N", "C", "C", "C", "C", "H", "H", "H", "H", "H", "H", "H", "H", "H", "H", "H", "H", "H"], "coordinates": [[2.9784, -0.2721, -0.0271], [1.8079, -0.6329, -0.6325], [-1.5001, -1.1982, 0.4450], [-1.5417, 0.2978, 0.2006], [-0.6064, 1.0502, 1.1473], [-1.0887, 0.6036, -1.2438], [3.6377, -1.0953, 0.2775], [2.8536, 0.4852, 0.7639], [3.2815, 0.2551, -0.9707], [-0.5004, -1.5761, 0.3089], [-1.6669, -1.3367, 1.5233], [-2.2877, -1.7558, -0.0456], [-2.5199, 0.7808, 0.2525], [-0.9362, 1.0801, 2.1867], [-0.5218, 2.0934, 0.8381], [0.3999, 0.6352, 1.0703], [-1.2561, 1.6160, -1.6054], [-1.5403, -0.1025, -1.9432], [-0.0230, 0.3428, -1.3326]], "lowdin_charge": [-0.2777, 0.1070, -0.0898, -0.4811, -0.0995, -0.1157, 0.0682, 0.0706, 0.1440, 0.0544, 0.0756, 0.0743, 0.1218, 0.0725, 0.0742, 0.0420, 0.0693, 0.0691, 0.0209]}

***

Version B
{"formula": "C5H13N", "method": "the ωB97M-V functional and the def2-TZVPD basis", "multiplicity": 1, "smiles": "CCCCNC", "symbols": ["C", "C", "C", "C", "N", "C", "H", "H", "H", "H", "H", "H", "H", "H", "H", "H", "H", "H", "H"], "coordinates": [[-1.0882, -1.6283, 1.6874], [0.0395, -1.9718, 0.7410], [0.1898, -1.0293, -0.4457], [0.1416, 0.4414, -0.0401], [0.3533, 1.3084, -1.1808], [0.4911, 2.7113, -0.8711], [-1.9883, -1.2789, 1.1594], [-1.5105, -2.4709, 2.2408], [-0.8392, -0.8757, 2.4293], [-0.1508, -2.9738, 0.3601], [0.9819, -1.9577, 1.2924], [-0.6128, -1.2202, -1.1738], [1.1193, -1.2514, -0.9667], [0.9214, 0.6068, 0.7016], [-0.8306, 0.6201, 0.4306], [-0.4272, 1.2261, -1.8205], [0.9780, 2.8684, 0.0967], [-0.4264, 3.2840, -0.7057], [1.0732, 3.2759, -1.5904]], "lowdin_charge": [-0.1355, -0.2715, -0.2195, -0.2729, -0.1298, -0.1566, 0.0759, 0.0669, 0.0691, 0.1018, 0.1063, 0.1130, 0.1079, 0.1217, 0.1073, 0.1047, 0.0743, 0.0703, 0.0667]}

***

Version C
{"formula": "C5H13N", "method": "the ωB97M-V functional and the def2-TZVPD basis", "multiplicity": 1, "smiles": "C=NC.CCC", "symbols": ["C", "N", "C", "H", "H", "H", "H", "H", "C", "C", "C", "H", "H", "H", "H", "H", "H", "H", "H"], "coordinates": [[2.1501, 1.4115, 2.0670], [2.1912, 0.2528, 1.3845], [3.2456, 0.0401, 0.3288], [1.5131, 1.6121, 2.9432], [3.0844, 1.9204, 2.0402], [3.0136, 0.5349, -0.6059], [4.1100, 0.4630, 0.9048], [3.3589, -1.0732, -0.0821], [-1.7261, -0.7738, 0.3565], [-1.5474, -0.7007, -1.1427], [-2.7191, -0.0208, -1.7997], [-0.9881, -1.1665, 0.9298], [-1.9541, 0.1562, 0.8568], [-2.6182, -1.4853, 0.4264], [-0.7336, 0.0547, -1.2811], [-1.1834, -1.6833, -1.5669], [-2.6096, 0.3005, -2.8531], [-3.0185, 0.8843, -1.2645], [-3.5684, -0.7268, -1.6420]], "lowdin_charge": [-0.0477, -0.1110, -0.1500, 0.0629, 0.0331, 0.0514, 0.0684, 0.1051, -0.1358, -0.3523, -0.1495, 0.0186, 0.0705, 0.0974, 0.0974, 0.1212, 0.0743, 0.0689, 0.0772]}

***

Version D
{"formula": "C5H13N", "method": "the ωB97M-V functional and the def2-TZVPD basis", "multiplicity": 1, "symbols": ["C", "C", "C", "C", "N", "C", "H", "H", "H", "H", "H", "H", "H", "H", "H", "H", "H", "H", "H"], "coordinates": [[-2.1614, -0.9328, -0.2887], [-1.7838, 0.5037, 0.0959], [-0.4687, 0.6328, 0.8223], [0.7263, 1.0417, 0.0423], [1.3985, -0.0339, -0.8065], [1.6085, -1.1288, -0.0195], [-3.2092, -1.1068, -0.6021], [-1.4184, -1.2623, -1.0319], [-2.0660, -1.6175, 0.5635], [-2.6176, 0.8858, 0.6949], [-1.7696, 1.0421, -0.8558], [1.5153, 1.4347, 0.6959], [-0.3411, 0.7477, 1.8879], [3.8153, 0.3775, 0.7419], [0.7015, 1.8697, -0.6882], [3.7928, 0.9615, 0.2885], [0.4184, -0.8655, -0.4537], [1.3807, -1.3051, 1.0208], [2.3164, -1.8610, -0.4099]], "lowdin_charge": [-0.1443, -0.3080, -0.1714, -0.3029, -0.0373, -0.0811, 0.0704, 0.0522, 0.0651, 0.0926, 0.0988, 0.0734, 0.0642, 0.0378, 0.0984, 0.0448, 0.1687, 0.0880, 0.0906]}

***

Which of them is most stable? Easy: version B.